Density functional theory data (ωB97M-V/def2-TZVPD) for a cluster of 12 separate species, C40H80F5NO35PS2 in total.

XYZ file:
```
164
Properties=species:S:1:pos:R:3:forces:R:3:mulliken_charge:R:1
C -3.4204 -0.3651 2.4702 0.002 -0.061 0.100 -1.17
C -2.3777 0.7664 2.6239 0.111 -0.277 0.093 -0.56
C -1.4732 0.9259 1.3908 -0.120 0.112 0.001 0.27
C -0.4667 -0.2184 1.2695 -0.283 -0.111 0.042 0.19
C 0.4821 -0.1605 0.0766 0.114 -0.430 0.180 -1.15
S 1.3028 1.4250 -0.3554 -0.026 -0.307 -0.191 0.22
P -0.2245 2.9634 -1.0823 -0.363 0.615 -0.650 0.42
N 0.4341 3.8964 -2.1027 -0.520 0.047 0.098 -0.63
S 2.0377 2.3478 1.4534 -0.248 0.037 0.391 0.72
O 1.6356 3.7127 1.3356 0.198 -0.383 0.014 -0.52
O 1.7340 1.5141 2.5675 0.070 0.189 -0.285 -0.43
C 3.8909 2.2870 1.1071 -0.173 -0.109 -0.163 0.56
F 4.4131 3.2310 1.8603 0.150 0.211 0.205 -0.22
F 4.0292 2.5743 -0.1857 0.112 0.159 -0.070 -0.20
C 4.5596 0.9155 1.3857 -0.303 0.153 -0.193 0.73
F 5.8380 1.0026 1.1007 0.335 0.019 -0.150 -0.23
F 4.4014 0.5278 2.6263 0.027 0.081 0.654 -0.20
F 3.9765 0.0147 0.5918 -0.151 -0.272 -0.346 -0.23
H -4.4410 0.0078 2.6198 0.256 -0.078 -0.073 0.22
H -3.2532 -1.1575 3.2096 -0.040 0.150 -0.185 0.28
H -3.3726 -0.8370 1.4782 -0.066 0.163 0.179 0.33
H -1.7266 0.5328 3.4790 -0.150 0.187 -0.125 0.30
H -2.8733 1.7174 2.8487 0.087 -0.170 -0.108 0.44
H -0.9380 1.8867 1.4891 -0.039 -0.184 -0.018 -0.16
H -2.1127 0.9740 0.4938 0.151 0.045 0.104 0.07
H 0.0865 -0.3360 2.2068 -0.051 0.054 -0.225 -0.39
H -1.0243 -1.1599 1.1357 0.199 0.180 0.065 0.63
H 1.3332 -0.8459 0.1926 -0.219 0.136 -0.039 0.54
H 0.0013 -0.4123 -0.8825 0.074 0.187 0.184 0.60
H -1.2307 2.0534 -1.4497 0.027 -0.155 0.150 0.08
H -0.6013 3.5492 0.1211 0.245 -0.149 0.173 0.16
H 0.1282 3.8001 -3.0682 0.408 -0.104 0.049 0.30
C -6.0297 4.7432 2.5982 0.007 -0.001 -0.053 -0.67
O -5.6932 3.5927 3.3832 0.024 -0.025 0.000 -0.16
C -6.1084 3.6577 4.6529 -0.002 0.009 0.029 0.66
O -6.7090 4.5740 5.1473 0.046 -0.078 -0.040 -0.54
O -5.7379 2.5351 5.2689 -0.012 0.053 -0.038 -0.24
C -6.1215 2.4696 6.6504 0.013 -0.049 0.034 -0.66
H -5.6318 4.5453 1.6069 -0.003 -0.008 0.011 0.17
H -7.1090 4.8721 2.5504 0.003 0.014 0.029 0.32
H -5.5751 5.6391 3.0166 -0.026 -0.001 0.021 0.32
H -7.2039 2.5214 6.7472 0.004 0.024 -0.005 0.29
H -5.6660 3.2834 7.2107 -0.018 0.015 -0.012 0.30
H -5.7550 1.5126 7.0084 0.000 0.007 -0.014 0.21
C -6.2249 0.5556 -0.2739 0.000 -0.039 0.081 -0.73
O -4.9437 0.8688 -0.8640 0.038 0.036 -0.085 -0.12
C -4.9725 0.9854 -2.1879 -0.125 -0.078 0.220 0.59
O -5.9375 0.8522 -2.8910 0.165 0.059 -0.085 -0.58
O -3.7336 1.2760 -2.6100 0.169 0.055 -0.012 -0.16
C -3.6121 1.4215 -4.0326 0.006 0.000 -0.042 -0.63
H -6.0404 0.4899 0.7938 0.005 0.013 -0.020 0.12
H -6.9413 1.3447 -0.4894 -0.001 -0.012 -0.025 0.30
H -6.6065 -0.3867 -0.6574 -0.003 0.036 -0.023 0.43
H -4.2491 2.2275 -4.3908 -0.022 -0.021 0.006 0.36
H -3.8786 0.4939 -4.5348 -0.033 0.008 0.007 0.31
H -2.5668 1.6554 -4.2178 -0.003 -0.014 0.014 0.10
C -1.1469 -2.6607 6.3911 -0.028 0.016 0.069 -0.65
O 0.2718 -2.4753 6.2739 0.091 -0.045 -0.014 -0.25
C 0.7084 -2.2018 5.0581 -0.043 0.097 -0.067 0.81
O 0.0309 -2.0984 4.0609 0.008 0.039 0.034 -0.60
O 2.0341 -2.0411 5.0997 -0.086 -0.049 -0.032 -0.36
C 2.6160 -1.7478 3.8276 0.054 -0.074 0.040 -0.32
H -1.3236 -2.8593 7.4430 0.008 0.022 -0.004 0.17
H -1.6709 -1.7560 6.0901 0.008 -0.007 -0.017 0.28
H -1.4696 -3.5027 5.7821 0.008 0.019 -0.025 0.35
H 2.1991 -0.8251 3.4315 -0.009 0.028 -0.037 -0.05
H 2.4362 -2.5667 3.1316 -0.006 0.021 -0.014 0.33
H 3.6815 -1.6315 3.9993 -0.022 -0.032 0.086 0.28
C 0.1929 -0.7230 -7.0151 -0.020 -0.022 -0.050 -0.59
O 1.2677 0.1877 -6.7448 0.029 0.001 0.097 -0.36
C 1.4614 0.4658 -5.4638 -0.025 0.005 -0.058 0.82
O 0.8133 0.0349 -4.5356 0.004 0.083 -0.020 -0.56
O 2.4883 1.3081 -5.3621 -0.077 -0.128 0.006 -0.34
C 2.8101 1.6525 -4.0160 0.105 0.099 0.145 -0.31
H 0.1763 -0.8374 -8.0938 0.006 0.006 0.009 0.23
H 0.3768 -1.6818 -6.5348 -0.005 0.013 0.020 0.30
H -0.7516 -0.3115 -6.6644 0.007 -0.005 0.019 0.25
H 3.0988 0.7628 -3.4570 -0.012 0.007 0.014 0.25
H 1.9535 2.1318 -3.5434 0.044 -0.007 0.071 0.00
H 3.6437 2.3466 -4.0550 0.001 -0.028 -0.137 0.32
C -1.0823 0.7951 11.6352 -0.068 0.077 0.110 -0.60
O 0.1075 -0.0006 11.5691 0.041 -0.020 -0.044 -0.32
C 0.3875 -0.4862 10.3648 -0.021 -0.038 -0.021 0.80
O -0.2627 -0.3145 9.3614 0.034 -0.017 0.068 -0.56
O 1.5089 -1.2027 10.4478 -0.060 0.096 -0.007 -0.33
C 1.9287 -1.7729 9.2049 0.040 -0.096 -0.058 -0.52
H -1.1727 1.1107 12.6705 0.013 -0.027 0.001 0.21
H -0.9963 1.6631 10.9840 -0.001 -0.029 -0.034 0.29
H -1.9518 0.2067 11.3487 0.018 -0.003 -0.035 0.29
H 2.1391 -0.9926 8.4754 -0.038 -0.001 -0.008 0.27
H 1.1600 -2.4335 8.8103 0.013 0.020 -0.033 0.18
H 2.8312 -2.3364 9.4211 -0.012 0.028 0.064 0.29
C -8.8238 -0.6867 -3.5144 0.060 0.057 -0.058 -0.59
O -10.1171 -0.6604 -2.8933 0.009 -0.049 0.084 -0.24
C -10.0913 -0.6758 -1.5653 -0.011 0.021 0.004 0.75
O -9.1015 -0.6983 -0.8735 -0.089 0.002 -0.063 -0.58
O -11.3480 -0.6592 -1.1201 0.158 -0.008 0.076 -0.24
C -11.4668 -0.6735 0.3096 -0.121 0.000 -0.006 -0.69
H -9.0075 -0.6605 -4.5839 -0.064 -0.014 0.021 0.25
H -8.2366 0.1758 -3.2110 0.017 -0.030 0.017 0.27
H -8.2954 -1.5997 -3.2451 0.005 0.005 0.015 0.26
H -10.9933 0.2064 0.7400 0.027 -0.010 -0.005 0.31
H -11.0149 -1.5736 0.7209 0.028 0.010 -0.006 0.29
H -12.5336 -0.6621 0.5105 0.012 0.001 -0.010 0.22
C 5.4552 -1.7722 -6.4239 -0.087 0.014 -0.104 -0.59
O 6.5619 -2.2460 -5.6508 0.004 0.020 0.060 -0.29
C 6.9878 -1.4050 -4.7133 0.047 -0.020 -0.073 0.78
O 6.5233 -0.3205 -4.4643 -0.042 -0.084 0.050 -0.57
O 8.0283 -1.9692 -4.0962 -0.265 0.195 0.121 -0.28
C 8.6062 -1.1715 -3.0567 0.081 -0.032 0.016 -0.67
H 5.2256 -2.5611 -7.1332 0.059 -0.036 0.035 0.25
H 4.5945 -1.5850 -5.7833 0.019 0.042 0.013 0.22
H 5.7205 -0.8618 -6.9575 0.002 0.027 0.053 0.30
H 7.8743 -0.9772 -2.2747 -0.006 0.027 -0.018 0.28
H 8.9769 -0.2305 -3.4580 -0.038 0.013 0.005 0.34
H 9.4299 -1.7589 -2.6619 -0.013 0.000 -0.015 0.21
C -15.1295 2.3303 -7.1600 -0.013 0.004 -0.059 -0.63
O -14.3698 1.2426 -6.6222 0.023 -0.013 0.071 -0.33
C -14.2251 1.2773 -5.2961 -0.037 0.052 0.000 0.74
O -14.6659 2.1272 -4.5644 0.044 -0.069 -0.046 -0.54
O -13.5122 0.2172 -4.9228 -0.018 0.044 -0.021 -0.30
C -13.2841 0.1247 -3.5096 -0.031 -0.103 -0.019 -0.52
H -15.1582 2.1622 -8.2322 0.005 -0.007 0.011 0.21
H -16.1379 2.3320 -6.7509 0.012 0.008 0.020 0.30
H -14.6473 3.2806 -6.9386 -0.009 -0.004 0.022 0.29
H -14.2329 0.0536 -2.9800 0.003 0.046 0.008 0.35
H -12.7296 0.9909 -3.1552 -0.012 0.002 0.002 0.28
H -12.7000 -0.7766 -3.3634 -0.009 0.047 -0.037 0.16
C 10.2820 -3.7833 -5.0132 0.112 -0.192 0.034 -0.51
O 11.6034 -3.6142 -5.5406 0.009 0.007 -0.035 -0.33
C 11.6524 -3.5366 -6.8713 -0.013 0.007 -0.051 0.77
O 10.7055 -3.5942 -7.6144 0.066 0.007 0.067 -0.55
O 12.9238 -3.3837 -7.2363 -0.032 -0.006 0.053 -0.31
C 13.1272 -3.2857 -8.6504 0.113 0.025 -0.147 -0.59
H 10.4015 -3.8265 -3.9337 0.038 0.026 -0.015 0.21
H 9.6393 -2.9568 -5.2879 0.051 -0.010 -0.108 0.24
H 9.8490 -4.7173 -5.3681 -0.025 0.026 -0.041 0.31
H 12.6038 -2.4222 -9.0562 -0.058 -0.034 0.014 0.31
H 12.7844 -4.1897 -9.1503 -0.055 0.020 0.009 0.26
H 14.1962 -3.1642 -8.7965 0.000 -0.012 0.066 0.22
C 15.9034 -3.1206 -14.5296 0.006 0.007 -0.054 -0.62
O 16.3083 -4.3220 -13.8636 -0.007 -0.018 0.080 -0.32
C 16.1140 -4.3144 -12.5466 -0.007 0.045 0.005 0.82
O 15.6412 -3.4074 -11.9077 0.009 -0.076 -0.030 -0.55
O 16.5317 -5.4794 -12.0522 -0.018 0.047 -0.042 -0.31
C 16.3821 -5.6026 -10.6359 0.036 -0.053 0.118 -0.55
H 16.1241 -3.2836 -15.5798 0.001 -0.006 0.011 0.22
H 14.8382 -2.9467 -14.3891 0.007 0.007 0.022 0.30
H 16.4645 -2.2677 -14.1528 -0.015 -0.003 0.019 0.29
H 15.3338 -5.5231 -10.3529 0.003 0.026 -0.006 0.22
H 16.9584 -4.8358 -10.1209 -0.033 0.032 -0.018 0.29
H 16.7650 -6.5854 -10.3786 -0.008 -0.009 -0.064 0.22
C -0.5048 3.5695 15.9331 0.043 0.023 0.021 -0.60
O -1.8085 3.8906 16.4293 -0.062 -0.022 -0.021 -0.30
C -2.7922 3.1531 15.9182 0.019 -0.040 -0.004 0.82
O -2.6636 2.2758 15.1002 0.003 0.055 -0.005 -0.55
O -3.9405 3.5461 16.4640 0.063 -0.003 -0.021 -0.32
C -5.0926 2.8284 16.0082 -0.048 0.010 0.022 -0.62
H 0.1736 4.2477 16.4410 -0.012 -0.003 0.000 0.20
H -0.2508 2.5369 16.1650 -0.015 -0.005 -0.019 0.29
H -0.4570 3.7242 14.8566 -0.011 -0.018 0.000 0.27
H -5.0009 1.7700 16.2440 0.015 0.000 -0.019 0.29
H -5.2198 2.9531 14.9345 0.017 -0.016 -0.001 0.29
H -5.9331 3.2622 16.5406 0.013 0.001 0.000 0.22
```
Forces are in eV/Å.

Relative energy (zero: lowest compared OMol25 entry of this formula, charge and spin) in kcal/mol: 0.0
Total charge: +1
Calculated total energy in eV: -160468.4370
Frontier orbital gap in eV: 7.570